1.
{
  "formula": "C36H81F3N6O18",
  "method": "the ωB97M-V functional and the def2-TZVPD basis",
  "relative_energy_kj_mol": 730.7,
  "charge": 0,
  "homo_ev": -2.45,
  "multiplicity": 1,
  "homo_lumo_gap_ev": 1.75,
  "species": ["C", "N", "C", "C", "C", "C", "O", "H", "H", "H", "H", "H", "H", "H", "H", "H", "H", "H", "H", "H", "H", "C", "N", "C", "C", "C", "C", "O", "H", "H", "H", "H", "H", "H", "H", "H", "H", "H", "H", "H", "H", "H", "C", "O", "O", "O", "C", "C", "C", "O", "C", "N", "H", "H", "H", "H", "H", "H", "H", "H", "H", "H", "H", "C", "C", "C", "O", "C", "N", "H", "H", "H", "H", "H", "H", "H", "H", "H", "H", "H", "C", "C", "C", "O", "C", "N", "H", "H", "H", "H", "H", "H", "H", "H", "H", "H", "H", "C", "C", "C", "O", "C", "N", "H", "H", "H", "H", "H", "H", "H", "H", "H", "H", "H", "C", "C", "O", "C", "O", "O", "F", "H", "H", "H", "C", "C", "O", "C", "O", "O", "F", "H", "H", "H", "C", "C", "O", "C", "O", "O", "F", "H", "H", "H"],
  "xyz": [[3.662, -2.306, -6.889], [4.515, -3.493, -6.474], [4.005, -4.793, -7.162], [5.980, -3.335, -7.085], [4.569, -3.590, -4.937], [3.390, -4.199, -4.268], [2.268, -3.364, -4.569], [2.608, -2.476, -6.670], [3.707, -2.266, -7.977], [4.024, -1.395, -6.411], [4.057, -4.671, -8.244], [2.958, -4.997, -6.938], [4.669, -5.635, -6.968], [5.992, -3.261, -8.172], [6.595, -4.195, -6.821], [6.396, -2.450, -6.604], [4.687, -2.589, -4.520], [5.512, -4.109, -4.763], [3.699, -4.140, -3.224], [3.175, -5.243, -4.498], [1.949, -3.019, -3.732], [-6.458, 2.419, 3.930], [-7.413, 2.072, 2.730], [-8.774, 2.333, 3.370], [-7.158, 3.048, 1.612], [-7.311, 0.592, 2.222], [-5.832, 0.009, 2.351], [-4.835, 0.792, 1.723], [-6.647, 3.470, 4.149], [-5.429, 2.255, 3.610], [-6.771, 1.798, 4.769], [-8.842, 1.618, 4.190], [-9.536, 2.088, 2.630], [-8.900, 3.338, 3.772], [-7.228, 4.061, 2.008], [-7.883, 2.879, 0.816], [-6.169, 2.822, 1.213], [-7.617, 0.604, 1.176], [-8.062, 0.033, 2.781], [-5.868, -0.966, 1.864], [-5.582, -0.293, 3.368], [-4.017, 0.291, 1.672], [0.256, -1.315, 0.328], [-0.058, -1.053, 1.524], [-0.615, -1.820, -0.459], [1.358, -0.967, -0.168], [2.529, 0.657, 7.861], [1.555, 0.630, 6.696], [0.167, 1.268, 7.045], [-0.418, 0.604, 8.129], [-1.763, 0.882, 8.171], [2.048, 1.267, 5.492], [2.171, -0.157, 8.492], [2.567, 1.631, 8.348], [3.561, 0.413, 7.607], [1.350, -0.397, 6.394], [-0.479, 1.144, 6.176], [0.399, 2.314, 7.246], [-2.054, 1.932, 8.218], [-2.300, 0.374, 8.972], [-2.211, 0.539, 7.238], [1.307, 1.044, 4.843], [2.891, 0.858, 5.116], [-0.267, 3.010, -4.097], [0.333, 2.779, -5.492], [1.860, 3.156, -5.579], [2.124, 4.505, -5.130], [3.504, 4.833, -5.103], [0.149, 1.399, -5.850], [-0.078, 4.017, -3.725], [-0.010, 2.228, -3.382], [-1.321, 2.835, -4.314], [-0.275, 3.334, -6.206], [2.219, 3.177, -6.609], [2.412, 2.469, -4.937], [3.994, 4.739, -6.071], [3.967, 4.226, -4.325], [3.501, 5.915, -4.968], [0.569, 0.859, -5.107], [-0.808, 1.282, -5.548], [-6.426, -1.268, -4.817], [-5.739, -1.185, -3.456], [-6.034, -2.514, -2.685], [-7.303, -2.444, -2.060], [-7.639, -3.690, -1.397], [-4.284, -1.311, -3.738], [-6.336, -2.269, -5.240], [-6.147, -0.489, -5.527], [-7.490, -1.102, -4.650], [-5.863, -0.202, -3.002], [-5.307, -2.744, -1.906], [-6.023, -3.369, -3.362], [-8.483, -3.386, -0.778], [-6.857, -4.209, -0.844], [-7.968, -4.386, -2.169], [-4.035, -2.232, -4.069], [-3.852, -1.265, -2.826], [7.413, 2.260, 1.379], [6.156, 3.135, 1.029], [6.348, 4.645, 0.990], [6.822, 5.162, 2.237], [6.590, 6.606, 2.396], [5.533, 2.562, -0.174], [8.165, 2.249, 0.589], [7.080, 1.225, 1.451], [7.867, 2.584, 2.315], [5.422, 2.870, 1.790], [5.339, 5.026, 0.834], [7.042, 4.916, 0.195], [7.395, 6.956, 3.042], [5.638, 6.898, 2.840], [6.680, 7.191, 1.481], [4.768, 3.167, -0.435], [4.976, 1.744, 0.025], [-1.905, -6.019, 2.267], [-1.702, -6.696, 0.896], [-2.342, -7.971, 1.005], [-3.183, -7.941, 2.070], [-3.846, -8.886, 2.426], [-3.065, -6.738, 2.642], [-0.456, -6.802, 0.502], [-2.014, -4.943, 2.132], [-1.018, -6.267, 2.849], [-2.197, -6.043, 0.177], [4.940, -3.617, 2.596], [3.772, -4.133, 3.531], [4.321, -3.814, 4.802], [5.692, -3.738, 4.704], [6.511, -3.699, 5.596], [6.064, -3.821, 3.395], [3.641, -5.456, 3.347], [4.763, -2.556, 2.421], [4.894, -4.191, 1.670], [2.799, -3.654, 3.424], [0.462, 4.870, 1.171], [-0.938, 4.516, 1.882], [-1.883, 5.326, 1.120], [-1.223, 6.170, 0.350], [-1.663, 7.142, -0.308], [0.102, 6.029, 0.505], [-0.961, 4.965, 3.146], [0.576, 4.057, 0.454], [1.253, 4.993, 1.911], [-1.061, 3.439, 2.001]],
  "atomic_forces_ev_per_a": [[-0.102, -0.664, -0.798], [0.673, -0.817, -1.563], [-0.045, 0.788, 0.021], [-1.023, 0.329, 1.404], [1.440, -0.229, -1.174], [-0.533, 0.599, 0.052], [0.507, -0.738, 0.316], [0.318, -0.108, 0.535], [0.352, 0.331, 0.014], [0.015, -0.203, -0.096], [0.055, 0.518, 0.051], [0.227, 0.081, 0.460], [-0.135, 0.181, 0.626], [-0.598, 0.224, 0.183], [-0.361, -0.072, 0.264], [0.026, 0.013, -0.244], [-0.018, 0.167, -0.443], [-0.154, -0.313, 0.322], [-0.445, -0.167, 0.304], [0.096, 0.008, -0.188], [-0.545, 0.287, 0.314], [-0.447, -0.519, -1.408], [-0.003, 0.756, 1.560], [0.116, -1.208, -0.733], [0.194, -0.618, 0.051], [1.779, 0.979, 0.381], [-0.883, -0.742, -0.477], [-1.287, 0.675, 0.452], [0.129, -0.135, 0.001], [-0.123, -0.035, 0.142], [0.305, 0.004, -0.122], [-0.188, 0.104, -0.029], [-0.069, 0.216, 0.071], [0.361, -0.001, -0.385], [0.045, -0.118, -0.104], [-0.110, 0.065, 0.182], [0.031, 0.199, 0.108], [0.087, 0.161, 0.036], [0.427, -0.189, 0.135], [-0.363, -0.123, -0.331], [-0.061, 0.676, 0.427], [0.435, -0.281, -0.109], [-1.206, 0.603, -0.946], [-0.249, 0.243, 2.462], [-1.576, -1.373, -1.040], [2.897, 0.461, -0.546], [-0.331, -0.419, -0.125], [-0.199, -0.419, -0.080], [2.074, -0.660, -0.523], [0.634, 0.126, 0.694], [-1.642, -0.221, -0.424], [-0.680, 1.055, -0.161], [0.191, 0.408, 0.681], [-0.261, -0.073, 0.219], [-0.069, -0.092, -0.436], [-0.122, -0.517, 0.666], [-0.080, 0.292, -0.267], [-0.488, 0.345, 0.104], [0.481, 0.476, 0.258], [0.504, -0.162, 0.216], [-0.328, -0.231, -0.286], [0.248, 0.292, -0.894], [0.049, -0.239, 0.252], [-0.214, 0.101, -0.786], [1.606, 1.284, 0.748], [-0.859, 1.251, 0.066], [-0.699, -0.629, -0.156], [-1.142, 0.305, -0.250], [-0.144, -0.777, 0.031], [-0.161, -0.120, 0.133], [0.488, 0.141, 0.087], [-0.385, 0.457, 0.565], [0.401, 0.474, -0.103], [-0.021, -0.830, -0.199], [0.210, -0.321, -0.081], [0.072, -0.676, -0.244], [0.542, 0.362, 0.026], [0.337, -0.104, 0.779], [0.703, -0.399, 0.139], [-0.718, -0.605, -0.664], [-1.287, 0.584, 0.566], [1.843, -2.549, -1.724], [-1.077, 1.365, 0.791], [0.041, -0.990, 0.846], [-0.772, 1.155, -1.108], [0.081, 1.002, 0.514], [0.263, 0.128, -0.158], [0.485, -0.157, 0.108], [-0.303, -0.183, -0.074], [-0.417, -0.448, 0.529], [0.441, 0.356, 0.032], [0.122, 0.042, -0.515], [0.076, -0.559, 0.229], [0.355, 0.575, 0.218], [-0.219, -0.220, 0.001], [-0.232, -0.224, -0.277], [0.714, 0.171, 0.097], [-0.680, 0.689, -0.364], [0.452, -2.291, 1.156], [-0.354, -0.327, 0.384], [-0.528, 1.222, -0.160], [0.917, -0.916, -0.055], [-0.058, 1.006, -1.166], [0.000, 0.372, -0.126], [-0.050, 0.002, 0.270], [-0.038, -0.076, -0.012], [0.237, 0.703, 0.874], [-0.038, 0.453, -0.478], [-0.103, 0.190, -0.269], [-0.115, -0.091, 0.141], [-0.238, -0.612, 0.106], [0.079, -0.399, -0.429], [-0.029, 0.613, -0.427], [0.480, -0.592, 0.530], [1.118, -1.497, -1.908], [-1.750, 1.676, 0.023], [0.415, 0.281, -0.276], [0.507, -1.323, -0.037], [0.636, 1.882, -0.445], [-1.427, 0.555, 2.137], [1.670, -0.774, -0.084], [-0.445, -0.178, 0.385], [-0.276, 0.071, 0.641], [-0.344, -0.506, -0.513], [-2.807, -0.114, 0.290], [1.434, 1.929, -0.918], [0.592, -0.340, 0.226], [1.573, -0.836, 0.727], [-2.138, 0.185, -1.315], [0.390, 0.168, 0.541], [-0.128, -1.008, 0.448], [0.182, 0.035, -0.256], [0.592, 0.052, 0.149], [0.156, 0.049, 0.018], [-3.000, -1.629, 0.932], [2.029, 0.634, -0.671], [-0.167, -2.165, 0.749], [0.128, 5.009, -1.901], [0.738, -4.030, 2.211], [0.689, 1.097, -0.993], [-0.207, 0.767, 0.942], [0.795, -0.008, 0.048], [-0.043, 0.087, -0.330], [-0.946, 0.042, -0.997]]
}

---

2.
{
  "formula": "C5H6N4",
  "method": "the ωB97M-V functional and the def2-TZVPD basis",
  "relative_energy_kj_mol": 259.1,
  "charge": 0,
  "smiles": "[H]/N=C1/NC=C(C#N)CN1",
  "homo_ev": -9.03,
  "multiplicity": 1,
  "homo_lumo_gap_ev": 9.08,
  "species": ["H", "N", "C", "N", "C", "C", "C", "N", "C", "N", "H", "H", "H", "H", "H"],
  "xyz": [[3.563, 0.703, -0.302], [3.120, -0.260, 0.112], [1.883, -0.070, -0.018], [0.983, -1.147, -0.160], [-0.445, -1.118, 0.085], [-1.111, 0.050, 0.008], [-2.538, 0.079, 0.161], [-3.752, -0.192, -0.132], [-0.316, 1.320, 0.111], [1.150, 1.100, -0.152], [1.506, -2.086, 0.438], [-0.716, -2.138, -0.113], [-0.717, 1.806, -0.728], [-0.674, 1.801, 0.948], [1.695, 1.844, 0.005]],
  "atomic_forces_ev_per_a": [[-0.780, -2.738, 1.880], [1.952, 3.059, -1.967], [-3.690, -0.265, -0.181], [1.752, -4.421, 3.964], [2.589, 0.476, -1.989], [0.480, -1.320, 2.003], [-9.234, -2.826, -3.685], [9.522, 2.515, 2.903], [0.955, -2.519, -2.626], [-2.398, -2.062, -0.032], [-2.093, 3.564, -2.723], [-1.315, -0.052, 0.623], [-0.112, 1.589, -1.164], [0.307, 1.425, 2.360], [2.063, 3.574, 0.633]]
}

---

3.
{
  "formula": "C33H48N2O3PtSe3Te2",
  "method": "the ωB97M-V functional and the def2-TZVPD basis",
  "relative_energy_kj_mol": 32.5,
  "charge": 0,
  "s_squared": 6.0261,
  "homo_ev": [-6.72, -7.33],
  "multiplicity": 5,
  "homo_lumo_gap_ev": [6.15, 4.89],
  "species": ["Pt", "C", "C", "C", "C", "C", "C", "C", "Se", "C", "C", "C", "C", "C", "C", "O", "C", "C", "C", "C", "C", "C", "C", "C", "C", "O", "C", "C", "C", "C", "C", "C", "H", "H", "H", "H", "H", "H", "H", "H", "H", "H", "H", "H", "H", "H", "H", "H", "H", "H", "H", "H", "H", "H", "H", "H", "H", "H", "H", "H", "H", "H", "H", "H", "H", "H", "H", "H", "H", "H", "H", "H", "Se", "Te", "Te", "Se", "N", "C", "N", "C", "C", "O", "C", "C", "H", "H", "H", "H", "H", "H", "H", "H"],
  "xyz": [[-2.325, -1.430, -0.385], [-2.227, 6.012, 0.229], [-1.099, 5.339, 1.021], [0.229, 5.541, 0.278], [-0.996, 6.025, 2.384], [-1.382, 3.844, 1.152], [-1.511, 3.055, 0.025], [-1.755, 1.692, 0.140], [-1.712, 0.696, -1.498], [0.153, 0.279, -1.462], [1.036, 1.197, -2.002], [2.402, 0.998, -1.876], [2.800, -0.140, -1.169], [1.928, -1.068, -0.611], [0.540, -0.871, -0.783], [-0.318, -1.769, -0.330], [2.420, -2.267, 0.206], [3.949, -2.345, 0.273], [1.914, -3.571, -0.427], [1.906, -2.151, 1.652], [3.382, 2.011, -2.464], [3.161, 2.121, -3.978], [4.837, 1.612, -2.217], [3.143, 3.384, -1.819], [-1.899, 1.024, 1.364], [-2.189, -0.256, 1.467], [-1.735, 1.825, 2.528], [-1.496, 3.185, 2.381], [-1.821, 1.183, 3.920], [-3.210, 0.558, 4.106], [-0.737, 0.107, 4.085], [-1.613, 2.204, 5.045], [-2.027, 7.081, 0.117], [-3.183, 5.892, 0.742], [-2.327, 5.583, -0.770], [0.446, 6.607, 0.167], [0.197, 5.096, -0.718], [1.051, 5.076, 0.826], [-0.797, 7.089, 2.240], [-0.181, 5.612, 2.982], [-1.924, 5.931, 2.953], [-1.416, 3.486, -0.967], [0.643, 2.070, -2.513], [3.857, -0.306, -1.038], [4.397, -2.459, -0.716], [4.232, -3.215, 0.868], [4.379, -1.461, 0.750], [2.299, -3.678, -1.444], [0.823, -3.595, -0.459], [2.261, -4.426, 0.158], [2.297, -1.246, 2.123], [2.248, -3.012, 2.232], [0.820, -2.114, 1.686], [3.337, 1.158, -4.463], [3.847, 2.855, -4.410], [2.143, 2.434, -4.212], [5.073, 0.648, -2.673], [5.064, 1.555, -1.150], [5.497, 2.362, -2.657], [2.125, 3.735, -1.993], [3.832, 4.125, -2.234], [3.298, 3.334, -0.739], [-1.382, 3.769, 3.280], [-3.406, -0.167, 3.316], [-3.984, 1.328, 4.067], [-3.271, 0.054, 5.074], [-0.837, -0.682, 3.345], [-0.804, -0.332, 5.084], [0.256, 0.551, 3.977], [-2.379, 2.982, 5.042], [-0.631, 2.678, 4.985], [-1.674, 1.685, 6.004], [-2.381, -3.438, 1.003], [-4.096, -3.255, 2.623], [-5.959, -1.304, 1.314], [-4.652, -0.834, -0.638], [-2.357, -2.747, -2.498], [-2.077, -3.860, -2.629], [-1.737, -5.131, -2.808], [-0.302, -5.449, -2.927], [-0.185, -6.834, -3.531], [-0.886, -7.786, -2.747], [-2.269, -7.482, -2.694], [-2.511, -6.131, -2.052], [0.172, -5.425, -1.945], [0.176, -4.698, -3.562], [0.860, -7.140, -3.544], [-0.573, -6.835, -4.556], [-2.747, -8.260, -2.102], [-2.692, -7.492, -3.706], [-2.189, -6.139, -1.004], [-3.567, -5.870, -2.097]],
  "atomic_forces_ev_per_a": [[0.175, 0.788, -0.203], [-0.019, 0.003, 0.009], [-0.001, -0.007, 0.018], [0.010, -0.002, 0.017], [0.009, 0.005, -0.028], [-0.016, -0.116, 0.027], [-0.021, 0.010, 0.043], [-0.015, 0.116, -0.264], [-0.212, -0.280, 0.226], [-0.258, 0.171, -0.156], [0.153, -0.035, -0.015], [-0.131, -0.058, 0.043], [-0.005, -0.004, 0.045], [0.209, -0.112, 0.124], [0.194, -0.037, -0.130], [-0.090, -0.124, 0.148], [0.047, 0.046, 0.003], [-0.063, 0.040, -0.071], [-0.105, -0.136, 0.052], [0.028, -0.002, -0.068], [0.010, 0.004, 0.003], [0.011, -0.031, 0.005], [-0.007, 0.028, -0.021], [0.009, -0.011, 0.024], [-0.157, -0.103, 0.112], [0.185, 0.181, -0.046], [0.031, 0.059, 0.192], [0.043, -0.059, -0.022], [-0.019, 0.063, 0.010], [-0.062, -0.055, -0.041], [0.055, 0.060, -0.078], [-0.043, -0.029, -0.053], [-0.007, -0.002, -0.003], [0.007, 0.002, -0.009], [0.005, 0.001, 0.006], [0.003, -0.010, -0.006], [0.006, 0.014, -0.007], [-0.002, 0.004, -0.010], [-0.006, -0.005, 0.007], [-0.006, 0.003, 0.002], [0.009, 0.004, -0.001], [0.001, -0.009, 0.018], [0.005, -0.010, 0.014], [0.055, -0.038, 0.021], [0.003, 0.016, -0.015], [0.003, 0.006, 0.009], [0.001, -0.016, -0.006], [0.028, 0.011, -0.042], [0.193, -0.003, 0.000], [0.038, -0.018, 0.006], [0.006, -0.007, -0.011], [-0.026, 0.016, 0.007], [-0.060, -0.012, 0.013], [-0.004, 0.015, -0.002], [-0.004, -0.003, -0.001], [0.006, 0.003, -0.002], [0.005, 0.007, 0.006], [0.002, -0.001, -0.006], [0.004, -0.016, 0.004], [0.001, 0.007, -0.003], [-0.007, -0.007, 0.005], [-0.003, 0.007, -0.012], [-0.009, 0.023, 0.011], [-0.018, 0.027, 0.091], [-0.007, 0.010, 0.019], [-0.003, 0.012, 0.024], [-0.042, -0.054, -0.047], [-0.003, -0.014, -0.025], [-0.010, -0.004, 0.014], [0.004, 0.004, -0.015], [0.002, -0.002, 0.018], [0.001, 0.003, 0.001], [0.509, -0.373, -0.364], [0.168, -0.638, 0.938], [-0.737, 0.694, -0.213], [-0.070, -0.011, -0.281], [-0.167, 0.171, -0.112], [0.364, -0.373, -0.029], [-0.167, 0.244, 0.128], [-0.064, 0.135, -0.187], [0.019, -0.027, 0.081], [-0.042, 0.051, -0.013], [0.042, -0.053, 0.022], [0.097, -0.016, -0.093], [0.028, -0.002, 0.119], [-0.095, -0.110, 0.067], [-0.017, -0.036, -0.017], [-0.003, 0.018, 0.002], [0.031, -0.042, -0.018], [-0.005, 0.008, 0.002], [-0.004, -0.009, -0.016], [0.000, 0.032, 0.006]]
}